DFT (ωB97M-V/def2-TZVPD) results for a gas-phase ion, C2H4NO2 (charge +1) at a distorted geometry.

Each line ends with the Löwdin charge.
CARTESIAN COORDINATES (ANGSTROEM)
1 N -0.09 -0.16 0.41  0.289
2 C 0.99 0.08 -0.60  -0.046
3 O 1.86 1.19 -0.11  0.186
4 C 2.36 -0.03 -0.04  -0.418
5 O 3.30 -0.61 0.33  0.263
6 H -0.02 0.53 1.10  0.163
7 H -0.38 -1.16 0.59  0.228
8 H -0.82 0.21 -0.21  0.181
9 H 0.77 0.27 -1.60  0.155

Summary:
Orbital gap   0.418 Eh
LUMO   -4.6 eV
Highest occupied orbital energy   -15.94 eV
Net charge   +1
Relative energy (zero: lowest compared OMol25 entry of this formula, charge and spin)   1.964 eV
E_tot   -283.483971 Eh